(1)
DFT (ωB97M-V/def2-TZVPD) results for a cluster of 2 separate species, C3H2N4O in total in a non-equilibrium geometry.

Output
F_max   0.04397 Eh/bohr
Net charge   0
HOMO energy   -9.2 eV
Energy above the lowest of the compared OMol25 structures with the same formula, charge and spin   4.043 eV
DFT total energy   -409.579623 hartree
SMILES string   [O-]/C=C1/C2=N[N@@H+]21.N#N
M   110.08 g mol⁻¹

Geometry (Å):
O: 1.751 -2.110 1.000
C: 0.938 -1.529 0.319
C: 0.440 -0.235 0.425
C: -0.593 0.498 -0.020
N: -0.730 1.618 0.585
N: 0.287 0.953 1.377
H: 0.535 -2.053 -0.550
H: -0.021 0.577 2.298
N: -1.496 1.300 -3.205
N: -1.112 0.981 -2.229

---

(2)
DFT (ωB97M-V/def2-TZVPD) results for an isolated molecule of C3H2N4O in a non-equilibrium geometry.

Output
F_max   0.19704 Eh/bohr
Net charge   0
HOMO energy   -10.0 eV
Energy above the lowest of the compared OMol25 structures with the same formula, charge and spin   4.981 eV
DFT total energy   -409.545155 hartree
SMILES string   O=c1ccnnnn1
M   110.08 g mol⁻¹

Geometry (Å):
O: 2.281 -0.284 -0.736
C: 1.225 -0.242 -0.131
C: 0.325 0.979 0.013
C: -0.978 0.819 0.153
N: -1.475 -0.149 -0.720
N: -0.886 -1.319 -0.792
N: -0.464 -1.788 0.227
N: 0.660 -1.484 0.642
H: 0.910 1.747 0.765
H: -1.598 1.722 0.579

---

(3)
DFT (ωB97M-V/def2-TZVPD) results for an isolated molecule of C3H2N4O in a non-equilibrium geometry.

Output
F_max   0.13256 Eh/bohr
Net charge   0
HOMO energy   -9.6 eV
Energy above the lowest of the compared OMol25 structures with the same formula, charge and spin   2.800 eV
DFT total energy   -409.625287 hartree
SMILES string   c1n[nH]c2nonc12
M   110.08 g mol⁻¹

Geometry (Å):
C: -1.074 1.048 -0.045
N: -1.675 -0.100 -0.041
N: -0.868 -1.071 -0.050
C: 0.465 -0.692 0.062
N: 1.676 -1.093 -0.026
O: 2.338 0.009 -0.109
N: 1.568 1.126 0.047
C: 0.352 0.744 0.189
H: -1.560 2.012 -0.329
H: -1.222 -1.984 0.303

---

(4)
DFT (ωB97M-V/def2-TZVPD) results for an isolated molecule of C3H2N4O in a non-equilibrium geometry.

Output
F_max   0.08928 Eh/bohr
Net charge   0
HOMO energy   -9.7 eV
Energy above the lowest of the compared OMol25 structures with the same formula, charge and spin   2.457 eV
DFT total energy   -409.637906 hartree
SMILES string   c1cn2nnoc2n1
M   110.08 g mol⁻¹

Geometry (Å):
C: 2.005 -0.126 -0.083
C: 1.352 1.145 -0.007
N: 0.047 0.610 0.247
N: -1.155 1.107 -0.062
N: -2.000 0.220 -0.009
O: -1.331 -1.064 -0.107
C: -0.013 -0.715 0.064
N: 1.119 -1.283 0.050
H: 3.153 -0.071 -0.215
H: 1.350 2.178 -0.359

---

(5)
DFT (ωB97M-V/def2-TZVPD) results for an isolated molecule of C3H2N4S.

Output
F_max   0.01051 Eh/bohr
Net charge   0
HOMO energy   -9.4 eV
Energy above the lowest of the compared OMol25 structures with the same formula, charge and spin   2.127 eV
DFT total energy   -732.602905 hartree
SMILES string   S=c1nccnnn1
M   126.14 g mol⁻¹

Geometry (Å):
S: 0.184 2.682 0.721
C: -0.288 1.404 -0.127
N: -1.279 0.495 0.232
C: -0.891 -0.707 0.455
C: 0.518 -1.110 0.363
N: 1.375 -0.643 -0.467
N: 0.943 0.093 -1.560
N: 0.209 1.078 -1.434
H: -1.647 -1.457 0.727
H: 0.877 -1.835 1.089

---

(6)
DFT (ωB97M-V/def2-TZVPD) results for an isolated molecule of C3H2NO2P in a non-equilibrium geometry.

Output
F_max   0.06280 Eh/bohr
Net charge   0
HOMO energy   -10.6 eV
Energy above the lowest of the compared OMol25 structures with the same formula, charge and spin   0.000 eV
DFT total energy   -662.087269 hartree
SMILES string   C=C(C#N)OP=O
M   115.03 g mol⁻¹

Geometry (Å):
C: -1.321 0.504 -0.813
C: -0.441 0.021 0.063
C: -0.655 -0.297 1.423
N: -0.864 -0.739 2.483
O: 0.872 -0.413 -0.344
P: 2.299 0.130 0.281
O: 3.293 -0.589 -0.507
H: -0.901 0.431 -1.823
H: -2.282 0.953 -0.762

---

(7)
DFT (ωB97M-V/def2-TZVPD) results for a cluster of 2 separate species, C3H2NO2Se in total in a non-equilibrium geometry.

Output
F_max   0.04363 Eh/bohr
Net charge   -1
HOMO energy   -2.6 eV
Energy above the lowest of the compared OMol25 structures with the same formula, charge and spin   0.527 eV
DFT total energy   -2722.213001 hartree
M   163.01 g mol⁻¹

Geometry (Å):
C: -0.778 0.578 -0.021
C: 2.313 -0.925 0.177
C: -1.930 0.582 -0.592
N: 0.347 0.230 0.370
O: 2.644 -0.847 1.289
O: 2.249 -1.251 -0.935
Se: -3.436 -0.378 0.078
H: -2.002 1.127 -1.509
H: 0.593 0.883 1.144

---

(8)
DFT (ωB97M-V/def2-TZVPD) results for the ion C3H2NO2Se with charge -1 in a non-equilibrium geometry.

Output
F_max   0.06707 Eh/bohr
Net charge   -1
HOMO energy   -4.9 eV
Energy above the lowest of the compared OMol25 structures with the same formula, charge and spin   0.248 eV
DFT total energy   -2722.223287 hartree
SMILES string   N#C[C@@H]([SeH])C(=O)[O-]
M   163.01 g mol⁻¹

Geometry (Å):
N: -1.723 2.135 -1.230
C: -1.094 1.184 -1.140
C: -0.335 -0.004 -0.945
Se: -0.639 -1.274 0.791
C: -0.573 -1.214 -2.024
O: -0.773 -2.345 -1.539
O: -0.484 -0.885 -3.191
H: 0.605 0.441 -1.026
H: -0.660 -0.071 1.627